(1)
ORCA calculation (wB97M-V/def2-TZVPD) on a 6-piece molecular cluster, C20H55N3O9 overall.

XYZ file:
```
87
Properties=species:S:1:pos:R:3:forces:R:3
C 9.424133 -2.489188 2.212847 -0.28 -0.04 0.71
O 8.363672 -3.144344 2.950014 -0.14 0.89 -0.62
C 7.471744 -2.244549 3.601247 -0.90 1.25 0.74
C 6.537730 -1.370789 2.658544 0.20 -1.88 0.27
N 5.458636 -0.537283 3.262294 1.34 0.10 -1.05
C 4.838728 0.258630 2.170481 -0.07 -0.99 1.12
C 4.057448 -0.565476 1.115724 0.03 0.06 0.63
O 3.187213 -1.503790 1.767999 0.59 0.84 -0.07
C 2.106905 -1.888036 0.935427 0.51 0.38 0.92
H 10.062285 -3.245449 1.755773 -0.34 -0.14 0.05
H 10.056323 -1.898324 2.875667 0.03 0.01 0.34
H 9.085066 -1.789232 1.449174 -0.36 -0.21 -0.15
H 7.958145 -1.690872 4.404335 0.72 0.69 -0.41
H 6.757501 -2.770170 4.235027 0.03 -0.95 -0.42
H 6.087142 -2.206525 2.123175 -0.29 0.00 -0.61
H 7.116009 -0.844650 1.899026 -0.05 0.53 0.35
H 4.722489 -1.130342 3.617930 0.04 -0.31 0.14
H 5.629277 0.888907 1.763195 -0.19 -0.07 -0.42
H 4.131041 0.909133 2.684392 -0.18 0.10 -0.26
H 4.646399 -1.154377 0.412559 0.45 0.29 -0.10
H 3.497823 0.195120 0.571283 -0.37 -0.13 -0.35
H 2.460450 -2.397116 0.038796 -0.10 -0.20 -0.11
H 1.573311 -0.976603 0.665852 -0.44 -0.10 -0.22
H 1.515769 -2.526362 1.592092 -0.28 -0.10 -0.50
C -3.017242 4.012316 0.779779 -0.67 1.34 1.54
O -2.348425 3.433545 1.915214 -0.91 0.32 -0.86
C -1.807919 2.237821 1.466248 1.32 -1.60 0.13
C -0.910458 1.526686 2.473549 -1.16 0.20 1.75
N -1.701816 0.960043 3.632427 0.32 -0.06 -1.62
C -0.892128 0.122500 4.501772 0.91 1.63 0.55
C 0.196660 0.891073 5.300430 0.67 -0.17 -0.11
O 1.330478 1.229944 4.459981 -0.74 -0.23 0.51
C 2.427853 1.805793 5.158277 -0.46 -0.11 -0.41
H -3.455138 4.943261 1.139896 0.49 0.40 0.06
H -3.945734 3.523368 0.484952 0.39 -1.00 -0.31
H -2.335541 4.235365 -0.040979 -0.02 -0.31 -0.08
H -1.193078 2.464660 0.595254 0.19 -0.18 -0.36
H -2.551934 1.493622 1.182146 -0.54 0.13 -0.22
H -0.185593 2.225592 2.890913 0.40 -0.04 -0.42
H -0.428587 0.648272 2.044252 0.20 0.31 -0.38
H -2.165064 1.726976 4.098611 0.07 -0.08 0.38
H -0.312222 -0.586986 3.911493 -0.42 -0.33 -0.14
H -1.535274 -0.368607 5.232029 0.03 -0.22 -0.11
H 0.548511 0.286387 6.136288 0.21 -0.49 0.03
H -0.204434 1.768733 5.807311 -0.21 0.50 -0.32
H 3.209743 1.975124 4.417951 -0.01 -0.05 0.10
H 2.806560 1.146091 5.938977 0.02 -0.12 0.11
H 2.156784 2.767692 5.593432 -0.07 0.13 0.15
C -1.693997 -1.625908 -6.398197 0.60 0.76 1.46
O -2.450251 -0.982907 -5.375154 -1.40 -1.06 0.29
C -3.099028 0.184952 -5.852929 1.92 1.66 1.27
C -3.700989 1.036685 -4.680487 0.35 -1.43 -1.17
N -4.879321 0.367228 -4.187563 0.12 0.65 2.34
C -5.272193 1.016905 -2.874920 -1.80 -0.49 -0.46
C -6.555328 0.401780 -2.216859 1.81 -0.74 0.04
O -6.327045 -0.956643 -1.833968 0.35 0.13 0.93
C -5.494304 -1.071482 -0.654440 -0.65 -1.21 -0.50
H -0.762243 -1.068003 -6.491391 0.21 0.28 -0.50
H -2.208754 -1.637624 -7.358923 -0.08 -0.55 0.12
H -1.375994 -2.554595 -5.924375 -0.43 -0.43 -0.73
H -3.777023 0.045806 -6.694998 -0.19 -0.35 0.09
H -2.182347 0.692588 -6.153074 -0.54 1.26 -0.92
H -3.964654 2.038029 -5.020922 0.42 0.31 -0.31
H -2.973151 1.131499 -3.874661 0.16 -0.03 -0.12
H -5.551933 0.462123 -4.935017 -0.76 0.00 0.49
H -5.482714 2.084968 -2.929933 -0.12 0.47 -0.64
H -4.488181 1.021317 -2.117689 0.49 -0.74 -0.38
H -7.404923 0.440509 -2.898608 0.00 -0.15 0.07
H -6.776746 0.887512 -1.266516 -0.20 0.83 -0.26
H -4.432977 -1.164241 -0.884797 0.06 0.56 -0.21
H -5.741182 -2.020320 -0.178159 -0.20 -0.30 -0.31
H -5.692044 -0.378867 0.163661 -0.04 0.77 -0.42
C -1.548211 -0.215276 -1.454472 0.80 -0.45 0.55
C -0.217321 -0.705688 -2.131171 -2.22 1.63 0.52
O -0.309594 -0.259310 -3.476909 1.22 -0.17 -0.25
H -1.668965 0.862421 -1.344539 0.28 0.14 -0.67
H -1.652816 -0.540140 -0.419276 0.10 -0.50 0.09
H -2.368910 -0.646688 -2.027562 -0.18 0.09 0.02
H -0.190821 -1.787119 -1.997398 0.36 -0.14 -0.37
H 0.659197 -0.217891 -1.704695 0.02 -0.24 0.01
H -1.184103 -0.400880 -3.846776 -0.52 -0.52 -0.11
O -0.314846 2.179229 -4.999631 -0.23 0.50 -0.28
H 0.251604 1.985651 -5.746543 0.15 0.02 -0.17
H -0.220653 1.420308 -4.423961 0.16 -0.51 0.51
O -3.441389 -3.400945 -2.113571 -0.14 0.07 -0.11
H -3.375701 -3.320956 -1.161983 -0.03 -0.01 0.28
H -2.561387 -3.651615 -2.394647 0.22 -0.09 -0.15
```
Forces are in eV/Å.

Mulliken atomic charge list, values in e, 2 entries: -0.670 -0.329



(2)
ORCA calculation (wB97M-V/def2-TZVPD) on C20H55N5O5 as an isolated structure.

XYZ file:
```
85
Properties=species:S:1:pos:R:3:forces:R:3
C 3.040603 1.232156 -2.137230 0.03 -1.49 0.55
C 3.745363 -0.163679 -2.028690 -1.25 1.73 2.37
C 2.984925 -1.126286 -1.106495 0.07 -1.46 0.09
O 2.839270 -0.702408 0.243823 -0.13 0.50 0.01
C 1.760787 -1.308809 0.987452 2.11 -0.24 -0.77
N 3.760619 -0.643396 -3.351024 0.50 -0.36 -1.77
H 2.934937 1.699798 -1.158338 0.32 0.03 -0.37
H 2.042130 1.078238 -2.546469 -0.07 0.07 0.06
H 3.583634 1.844127 -2.857445 0.10 0.30 0.30
H 4.704108 0.043264 -1.553200 0.49 -0.23 -0.09
H 3.482283 -2.095940 -1.083929 0.92 -0.22 0.00
H 2.055344 -1.484474 -1.548855 0.18 0.87 0.05
H 1.995274 -2.353293 1.192792 -0.04 0.80 -0.34
H 0.819240 -1.143212 0.463834 0.56 -1.01 -0.19
H 1.668056 -0.739890 1.912567 0.26 -0.82 -0.50
H 4.509507 -1.275318 -3.595839 0.09 -0.43 0.40
H 3.983829 0.188972 -3.877753 -0.20 -0.12 -0.73
C 1.137140 -4.253156 1.598550 -0.51 -1.37 -0.77
C -0.385672 -4.288796 1.467933 -1.31 2.62 1.11
C -0.915253 -2.783283 1.245905 2.49 -1.53 0.73
O -0.260177 -1.758608 2.062727 2.14 -9.82 6.11
C -0.804509 -1.705437 3.426383 0.25 -0.27 1.09
N -1.025888 -5.064792 0.392530 1.15 -0.10 0.11
H 1.447085 -5.246873 1.921916 0.33 -0.12 -0.28
H 1.528024 -3.553941 2.337738 -0.62 -0.17 0.10
H 1.553164 -3.993581 0.625078 0.24 -0.43 0.04
H -0.754954 -4.645489 2.429448 -0.19 0.10 0.35
H -2.001378 -2.726208 1.317805 -0.03 0.25 -0.14
H -0.492737 -2.479755 0.288069 -0.48 -0.82 0.41
H -0.401263 -0.813946 3.906719 0.22 -0.25 -0.11
H -0.651130 -2.541302 4.108956 0.79 -0.40 -0.60
H -1.882607 -1.572853 3.517047 -0.30 0.12 -1.01
H -0.951430 -6.039370 0.646978 0.16 -0.30 -0.23
H -2.021663 -4.896839 0.374252 -0.15 0.33 0.06
C -0.068847 -1.321207 -2.421802 1.14 2.49 1.33
C -1.423383 -1.674110 -1.789840 0.41 -1.97 -2.94
C -2.414983 -0.576540 -1.408563 -0.28 -0.61 -1.62
O -3.726284 -1.162976 -1.064875 2.54 0.51 -0.66
C -4.646674 -0.154452 -1.299250 -1.52 0.29 0.22
N -1.927125 -2.427732 -2.969844 -2.16 -0.57 0.32
H 0.597224 -1.091773 -1.590056 -0.20 0.55 -0.41
H -0.059920 -0.477705 -3.112100 -0.80 0.86 0.60
H 0.559023 -1.848154 -3.140286 -0.75 -2.07 0.52
H -1.249260 -2.283120 -0.902780 -0.45 -0.20 -1.00
H -2.514147 0.061725 -2.286565 -0.47 -0.24 -0.19
H -1.999684 0.029443 -0.603323 -1.36 -0.17 -1.28
H -4.787547 0.171130 -2.329898 0.44 -0.42 -0.53
H -4.396960 0.771482 -0.781186 -0.11 0.03 0.54
H -5.610687 -0.563957 -0.997448 -0.11 0.35 0.31
H -2.863205 -2.766358 -2.798997 -0.65 0.33 0.10
H -1.473423 -3.309011 -3.163787 0.94 0.18 0.29
C 0.322550 2.483926 3.157121 0.21 2.84 0.52
C 0.890526 1.266393 2.507257 0.72 -0.17 -0.50
C 0.613404 1.158549 0.971580 0.45 -0.64 1.15
O -0.723885 1.024463 0.766996 -2.13 0.98 -0.20
C -1.283314 -0.250567 1.052855 -3.14 4.37 -0.81
N 2.311982 1.188060 2.805810 0.92 -0.08 0.64
H 0.672166 2.705450 4.165485 0.06 -1.17 0.48
H -0.739172 2.728026 3.192529 -0.21 -0.82 -0.47
H 0.766843 3.396958 2.760799 0.06 0.16 -0.97
H 0.449868 0.457879 3.090555 0.02 -0.29 -0.72
H 1.068662 0.299101 0.479459 0.36 1.68 0.41
H 0.951188 2.017285 0.391431 -0.61 -0.92 2.51
H -1.180651 -0.879915 0.168840 0.62 0.16 1.32
H -2.337967 0.015570 1.123367 -0.47 -0.36 -0.16
H -0.941197 -0.804886 1.926797 -2.03 4.70 -1.81
H 2.934177 1.700519 2.197232 -0.35 0.51 -0.25
H 2.663000 0.245004 2.718972 -0.01 0.06 0.21
C -0.905346 1.790357 -1.840646 -0.95 0.76 0.04
C -0.388088 3.159697 -1.426102 0.53 1.46 1.43
C -1.080707 3.917577 -0.207974 -0.36 1.42 -1.99
O -0.583275 5.337087 -0.309871 0.00 -1.68 0.51
C -1.194261 6.150434 0.651886 0.53 0.42 0.86
N 1.059065 3.188589 -1.225193 0.40 0.30 -0.16
H -1.053145 1.847198 -2.919080 0.02 -0.43 -0.08
H -1.871002 1.618410 -1.365204 0.09 0.73 -0.38
H -0.387525 0.869782 -1.571368 0.64 0.86 -0.07
H -0.520317 3.852692 -2.256993 -0.43 -0.02 -0.04
H -1.003525 3.470866 0.783291 0.60 0.14 0.00
H -2.138012 4.098529 -0.401530 -0.39 -0.71 -0.09
H -0.679399 7.105917 0.752267 0.18 0.11 -0.67
H -1.063014 5.757880 1.660240 -0.29 -0.51 0.20
H -2.247861 6.378868 0.491118 -0.23 -0.31 -0.28
H 1.277948 2.574636 -0.453667 0.55 0.61 -1.84
H 1.319504 4.067365 -0.800894 -0.10 0.73 -0.40
```
Forces are in eV/Å.

Mulliken atomic charge list, values in e, 2 entries: -1.310 0.363



Orbital gap values, unit eV, following the record order: 9.072, 8.405.
Max |F| values, unit eV/Å, following the record order: 2.837, 11.760.
LUMO level values, unit eV, following the record order: 0.44, 0.42.